No. 1
The following is a quantum chemistry calculation of a molecular structure, C29H28N13O2Tl, from the OMol25 dataset.

XYZ file:
```
73
Properties=species:S:1:pos:R:3:mulliken_charge:R:1
Tl -0.369 -0.325 0.425 0.825
C 1.617 3.351 -1.201 -1.196
C 0.380 3.365 -2.082 -1.189
C -0.070 1.986 -2.519 0.332
C -1.418 1.752 -2.777 -0.286
C -1.828 0.468 -3.108 -0.492
C -0.867 -0.535 -3.194 -0.352
C 0.452 -0.198 -2.949 -0.346
N 0.842 1.024 -2.604 -0.069
N 1.418 2.774 0.124 1.478
C 0.583 3.607 0.971 -1.181
C -0.018 2.910 2.178 0.772
C -1.242 3.378 2.661 -0.631
C -1.838 2.733 3.723 -0.515
C -1.202 1.634 4.285 -0.479
C 0.011 1.245 3.751 -0.469
N 0.600 1.869 2.729 -0.083
C 2.719 2.515 0.727 -0.817
C 3.415 1.330 0.104 0.229
C 4.704 1.414 -0.404 -0.750
C 5.281 0.280 -0.960 -0.358
C 4.550 -0.892 -0.994 -0.936
C 3.266 -0.889 -0.455 -0.309
N 2.719 0.192 0.085 0.276
H 2.021 4.381 -1.106 0.371
H 2.381 2.744 -1.690 0.428
H 0.587 3.978 -2.966 0.474
H -0.465 3.841 -1.579 0.182
H -2.133 2.558 -2.664 0.614
H -2.879 0.252 -3.250 0.311
H -1.125 -1.567 -3.389 0.339
H 1.210 -0.971 -2.959 0.350
H -0.276 3.956 0.398 0.272
H 1.137 4.507 1.310 0.237
H -1.742 4.179 2.136 0.364
H -2.808 3.053 4.080 0.388
H -1.649 1.072 5.094 0.370
H 0.533 0.375 4.137 0.409
H 2.562 2.297 1.779 0.389
H 3.372 3.408 0.651 0.197
H 5.235 2.358 -0.379 0.375
H 6.283 0.319 -1.371 0.377
H 4.949 -1.799 -1.428 0.422
H 2.633 -1.772 -0.467 0.502
N -4.439 0.606 -0.738 0.024
C -3.837 1.856 -0.600 0.300
N -4.403 2.930 -1.149 -0.509
N -3.533 3.921 -0.900 -1.087
N -2.534 3.457 -0.211 -0.120
N -2.679 2.128 -0.012 0.331
C -4.220 -0.480 0.110 0.137
N -5.228 -1.228 0.545 -0.561
N -4.635 -2.190 1.272 -0.783
N -3.347 -2.036 1.233 -0.015
N -3.042 -0.945 0.504 0.099
H -5.415 0.694 -0.974 0.300
C -0.950 -3.987 2.656 -0.936
C 0.167 -3.597 1.720 0.398
O 0.835 -2.601 1.966 -0.679
C 0.382 -4.408 0.501 0.796
C 0.341 -5.798 0.591 -0.423
C 0.621 -6.622 -0.486 -0.791
C 0.918 -6.020 -1.713 -0.362
C 0.933 -4.652 -1.850 -0.782
C 0.657 -3.762 -0.759 -0.143
O 0.642 -2.506 -0.933 -0.130
H -0.730 -3.638 3.663 0.283
H -1.192 -5.048 2.646 0.381
H -1.837 -3.460 2.281 0.130
H 0.111 -6.247 1.551 0.293
H 0.602 -7.700 -0.381 0.343
H 1.135 -6.639 -2.579 0.362
H 1.149 -4.190 -2.808 0.320
```

Calculated values
spin multiplicity = 1
net charge = -2
calculated total energy = -2156.7595 a.u.
Kohn-Sham gap = 0.2398 Ha

=====

No. 2
The following is a quantum chemistry calculation of a molecular structure, C3H4S2 at a distorted geometry, from the OMol25 dataset.

XYZ file:
```
9
Properties=species:S:1:pos:R:3:mulliken_charge:R:1
C -1.749 -0.061 0.773 -0.193
C -0.663 -0.664 0.102 0.281
C 0.534 0.039 -0.416 -0.956
S -2.256 1.067 -0.270 -0.214
S -0.953 -2.270 -0.160 -0.241
H -2.300 -0.493 1.594 0.388
H 1.400 -0.311 0.149 0.289
H 0.450 1.117 -0.309 0.338
H 0.708 -0.217 -1.460 0.307
```

Calculated values
spin multiplicity = 1
calculated total energy = -913.0151 a.u.
Kohn-Sham gap = 0.2721 Ha

=====

No. 3
The following is a quantum chemistry calculation of 2 unconnected molecules or ions with the total composition C12H19NO2 at a distorted geometry, from the OMol25 dataset.

XYZ file:
```
34
Properties=species:S:1:pos:R:3:mulliken_charge:R:1
C 2.981 1.404 -1.025 -1.004
C 1.825 2.058 -0.310 -0.491
N 0.420 1.757 -0.686 0.108
C -0.497 1.898 0.446 -1.254
C 0.083 0.976 -1.721 0.884
C -1.386 0.778 -2.071 -1.566
O 0.864 0.560 -2.579 -0.645
H 3.818 1.499 -0.320 0.287
H 3.355 1.773 -1.992 0.344
H 2.918 0.393 -1.417 0.165
H 1.805 1.937 0.767 0.493
H 1.997 3.107 -0.487 0.367
H -1.490 1.983 0.012 0.397
H -0.454 1.087 1.157 0.359
H -0.251 2.818 0.977 0.457
H -2.065 0.059 -1.594 0.309
H -1.983 1.621 -2.403 0.427
H -1.343 0.168 -2.986 0.414
C -3.100 -0.735 2.305 -1.706
C -1.781 -0.988 1.642 0.311
C -1.688 -1.512 0.368 -0.245
C -0.444 -1.799 -0.238 -0.565
C 0.691 -1.497 0.478 0.722
O 1.937 -1.501 -0.065 -0.660
C 0.645 -1.353 1.879 -0.565
C -0.615 -1.163 2.405 -0.499
H -3.337 -1.643 2.863 0.362
H -3.910 -0.514 1.613 0.401
H -3.169 0.054 3.049 0.356
H -2.625 -1.797 -0.097 0.486
H -0.428 -1.698 -1.318 0.435
H 1.942 -1.209 -0.986 0.309
H 1.497 -1.467 2.529 0.444
H -0.647 -1.105 3.480 0.364
```

Calculated values
spin multiplicity = 1
calculated total energy = -673.8298 a.u.
Kohn-Sham gap = 0.3396 Ha

=====

No. 4
The following is a quantum chemistry calculation of a molecular structure, C25H24F4IO6PS at a distorted geometry, from the OMol25 dataset.

XYZ file:
```
62
Properties=species:S:1:pos:R:3:mulliken_charge:R:1
C 0.354 5.483 -2.327 -0.871
S -0.773 4.142 -1.567 0.942
O -0.770 2.867 -2.452 -0.596
O -0.106 3.717 -0.202 -0.445
O -2.307 4.848 -1.330 -0.218
P -3.246 4.901 -2.797 0.985
O -2.404 4.801 -4.134 -0.555
O -4.288 3.462 -2.750 -0.444
O -4.221 6.375 -2.958 -0.514
I -4.746 7.098 -1.147 0.270
H -0.051 5.841 -3.389 0.333
H 0.260 6.409 -1.580 0.327
H 1.470 5.110 -2.370 0.335
H -4.569 3.287 -1.790 0.347
F -4.054 0.787 2.918 -0.311
C -2.859 1.264 3.290 0.320
C -2.349 0.932 4.540 -0.423
C -1.102 1.425 4.927 -0.349
C -0.385 2.255 4.062 -0.612
C -0.908 2.587 2.811 -0.253
C -2.149 2.085 2.421 -0.405
H -2.924 0.293 5.202 0.410
H -0.691 1.165 5.899 0.369
H 0.586 2.643 4.365 0.392
H -0.349 3.236 2.141 0.413
H -2.566 2.325 1.449 0.447
F -4.482 -2.439 -2.766 -0.331
C -3.372 -1.861 -2.287 0.325
C -2.454 -2.626 -1.576 -0.526
C -1.296 -2.025 -1.082 -0.435
C -1.075 -0.662 -1.295 -0.522
C -2.005 0.098 -2.005 0.038
C -3.157 -0.505 -2.509 -0.637
H -2.647 -3.681 -1.414 0.436
H -0.568 -2.616 -0.532 0.448
H -0.174 -0.193 -0.905 0.333
H -1.833 1.160 -2.166 0.498
H -3.887 0.069 -3.071 0.478
F 1.218 -1.666 0.566 -0.140
C 2.328 -1.087 1.045 0.361
C 3.246 -1.852 1.755 -0.427
C 4.404 -1.251 2.250 -0.567
C 4.625 0.112 2.037 -0.439
C 3.695 0.872 1.327 -0.600
C 2.543 0.269 0.823 -0.285
H 3.053 -2.907 1.918 0.489
H 5.132 -1.842 2.800 0.370
H 5.526 0.581 2.426 0.362
H 3.867 1.934 1.166 0.374
H 1.813 0.843 0.261 0.501
F 4.596 -6.139 0.870 -0.333
C 3.583 -5.907 0.025 0.283
C 3.785 -5.081 -1.074 -0.318
C 2.732 -4.843 -1.958 -0.399
C 1.484 -5.427 -1.725 -0.477
C 1.290 -6.251 -0.615 -0.372
C 2.346 -6.497 0.261 -0.387
H 4.759 -4.629 -1.235 0.423
H 2.881 -4.204 -2.825 0.379
H 0.661 -5.238 -2.411 0.418
H 0.317 -6.701 -0.434 0.374
H 2.216 -7.143 1.124 0.410
```

Calculated values
spin multiplicity = 1
calculated total energy = -2855.0983 a.u.
Kohn-Sham gap = 0.2375 Ha

=====

No. 5
The following is a quantum chemistry calculation of a single C15H16N2OS molecule, from the OMol25 dataset.

XYZ file:
```
35
Properties=species:S:1:pos:R:3:mulliken_charge:R:1
O -0.907 -4.336 -0.718 -0.526
C 0.197 -3.470 -0.781 -0.461
C 0.798 -3.218 0.600 -0.438
S 2.247 -2.129 0.504 -0.161
C 1.465 -0.567 0.305 0.072
N 0.140 -0.523 0.306 -0.275
C -0.462 0.654 0.157 0.036
C -1.926 0.664 0.153 0.555
C -2.645 -0.510 0.372 -0.184
C -4.026 -0.494 0.362 -0.640
C -4.705 0.692 0.132 -0.374
C -3.996 1.864 -0.084 -0.658
C -2.615 1.853 -0.075 -0.436
N 0.166 1.821 0.002 -0.642
C 1.484 1.770 0.000 0.417
C 2.211 0.592 0.151 0.387
C 3.679 0.851 0.117 -0.768
C 3.765 2.282 -0.447 -0.678
C 2.406 2.939 -0.146 -0.585
H -1.618 -3.901 -0.232 0.312
H -0.080 -2.510 -1.238 0.297
H 0.931 -3.967 -1.421 0.343
H 0.078 -2.730 1.259 0.267
H 1.146 -4.148 1.048 0.391
H -2.103 -1.425 0.555 0.244
H -4.578 -1.407 0.533 0.399
H -5.785 0.703 0.124 0.389
H -4.526 2.788 -0.262 0.386
H -2.048 2.755 -0.242 0.449
H 4.084 0.795 1.131 0.280
H 4.212 0.120 -0.491 0.433
H 3.912 2.236 -1.527 0.292
H 4.594 2.841 -0.018 0.327
H 2.428 3.491 0.797 0.239
H 2.077 3.623 -0.926 0.313
```

Calculated values
spin multiplicity = 1
calculated total energy = -1164.1567 a.u.
Kohn-Sham gap = 0.3270 Ha

=====

No. 6
The following is a quantum chemistry calculation of 2 unconnected molecules or ions with the total composition C3H8N2O, from the OMol25 dataset.

XYZ file:
```
14
Properties=species:S:1:pos:R:3:mulliken_charge:R:1
C -2.088 -0.564 -1.723 -0.758
N -1.111 -0.294 -0.689 -0.377
C -0.558 -1.060 0.066 0.724
O 0.017 -1.751 0.819 -0.460
H -3.058 -0.163 -1.425 0.272
H -1.779 -0.081 -2.650 0.265
H -2.197 -1.636 -1.900 0.308
C 2.081 0.644 0.983 -0.688
N 0.827 1.332 1.273 -0.625
H 2.127 -0.398 1.328 0.237
H 2.917 1.184 1.445 0.255
H 2.244 0.631 -0.100 0.297
H 0.407 0.989 2.129 0.237
H 0.151 1.231 0.525 0.314
```

Calculated values
spin multiplicity = 1
calculated total energy = -303.8395 a.u.
Kohn-Sham gap = 0.3501 Ha

=====

No. 7
The following is a quantum chemistry calculation of a molecular structure, C52H54BrN6O12RbSe, from the OMol25 dataset.

XYZ file:
```
127
Properties=species:S:1:pos:R:3:mulliken_charge:R:1
Rb 0.234 -0.634 0.080 0.184
C 2.841 0.340 4.549 -0.636
O 2.603 1.595 3.908 -0.452
C 1.968 1.295 2.736 -0.844
N 1.599 0.104 2.551 1.201
C 1.977 -0.653 3.749 -0.114
C 2.686 -1.958 3.493 -0.365
C 2.894 -2.463 2.220 1.311
C 3.532 -3.683 2.041 -0.268
C 3.982 -4.404 3.135 -0.837
C 3.785 -3.903 4.416 -0.659
C 3.136 -2.692 4.591 -0.422
C 1.704 2.501 1.910 0.577
C 2.181 3.715 2.402 -1.233
C 1.901 4.868 1.705 -0.725
C 1.177 4.770 0.535 -0.732
C 0.770 3.511 0.108 0.499
N 1.008 2.389 0.783 0.808
C 0.051 3.431 -1.187 -0.397
N -0.421 2.423 -1.780 0.392
C -1.140 2.922 -2.956 1.181
C -0.808 4.427 -2.998 -0.424
O -0.128 4.663 -1.764 -0.462
C -0.841 2.222 -4.256 -0.140
C -1.546 2.641 -5.385 -0.367
C -1.315 2.061 -6.621 -0.561
C -0.379 1.041 -6.736 -0.635
C 0.313 0.608 -5.616 -0.431
C 0.085 1.198 -4.375 -0.316
H 2.547 0.433 5.594 0.368
H 3.905 0.105 4.476 0.327
H 1.048 -0.871 4.286 0.010
H 2.558 -1.909 1.358 -0.380
H 3.650 -4.065 1.035 0.367
H 4.472 -5.361 2.996 0.374
H 4.116 -4.467 5.280 0.388
H 2.958 -2.320 5.594 0.370
H 2.765 3.727 3.307 0.523
H 2.251 5.829 2.061 0.379
H 0.943 5.639 -0.059 0.488
H -2.205 2.772 -2.765 -0.933
H -1.693 5.066 -3.024 0.279
H -0.147 4.685 -3.828 0.321
H -2.290 3.426 -5.289 0.347
H -1.871 2.398 -7.489 0.353
H -0.196 0.577 -7.698 0.366
H 1.031 -0.199 -5.675 0.572
H 0.623 0.854 -3.501 0.693
O 6.313 -2.978 -1.688 -0.632
C 5.129 -2.333 -1.433 0.796
C 3.906 -2.975 -1.585 -0.444
C 2.759 -2.244 -1.328 0.152
N 2.791 -0.966 -0.938 1.549
C 3.970 -0.366 -0.760 0.002
C 5.174 -1.018 -1.001 -0.691
C 3.927 1.081 -0.247 -0.126
O 4.156 1.214 0.976 -0.707
O 3.604 1.935 -1.093 -0.760
C 1.359 -2.869 -1.427 -0.488
O 1.086 -3.721 -0.567 -0.732
O 0.608 -2.399 -2.325 -0.616
H 6.103 -3.865 -1.999 0.310
H 3.839 -4.011 -1.897 0.424
H 6.119 -0.518 -0.843 0.496
O -2.486 1.110 2.204 -0.734
H -2.103 0.502 2.870 0.419
H -2.821 0.516 1.522 0.224
O -3.795 -1.982 0.630 -0.597
H -3.433 -2.646 0.035 0.269
H -3.071 -1.883 1.284 0.435
O 2.318 -1.499 -4.248 -0.676
H 2.806 -0.862 -3.713 0.283
H 1.631 -1.829 -3.624 0.416
C -3.519 -2.499 -6.867 -1.583
C -3.368 -1.164 -6.144 0.065
C -2.720 -1.297 -4.768 1.429
C -3.635 -1.892 -3.704 -2.178
N -4.746 -1.010 -3.364 0.894
C -4.636 0.004 -2.447 -0.920
Se -3.148 0.447 -1.544 -0.088
N -5.872 0.591 -2.360 0.668
C -6.186 1.701 -1.478 -1.401
C -5.503 3.011 -1.870 -0.175
C -5.610 3.383 -3.345 0.018
C -7.024 3.719 -3.804 -1.389
C -6.766 -0.072 -3.182 0.994
C -8.119 0.099 -3.416 -0.815
C -8.734 -0.763 -4.319 -0.782
C -8.013 -1.764 -4.964 -0.782
C -6.655 -1.942 -4.726 -0.327
C -6.044 -1.089 -3.824 0.465
H -3.963 -2.371 -7.857 0.391
H -4.149 -3.200 -6.315 0.286
H -2.545 -2.974 -6.994 0.388
H -4.344 -0.674 -6.048 0.227
H -2.755 -0.498 -6.754 0.226
H -2.379 -0.325 -4.407 -1.166
H -1.829 -1.926 -4.834 0.681
H -3.069 -2.048 -2.785 0.259
H -4.059 -2.850 -4.013 0.612
H -5.881 1.427 -0.465 0.268
H -7.271 1.805 -1.488 0.509
H -4.453 2.933 -1.591 -0.080
H -5.941 3.800 -1.250 0.589
H -5.207 2.566 -3.951 -0.074
H -4.960 4.243 -3.528 0.560
H -7.694 2.865 -3.698 0.213
H -7.041 4.011 -4.855 0.400
H -7.437 4.544 -3.218 0.336
H -8.689 0.867 -2.911 0.379
H -9.791 -0.652 -4.518 0.379
H -8.517 -2.418 -5.664 0.397
H -6.097 -2.718 -5.230 0.227
Br 1.073 -6.873 6.065 -0.262
C 0.351 -5.319 5.219 0.180
C -0.187 -4.319 6.010 -0.716
C -0.693 -3.185 5.388 -0.070
C -0.675 -3.065 4.005 0.186
C -0.126 -4.086 3.235 -0.275
C 0.399 -5.219 3.841 -0.664
C -1.252 -1.823 3.334 0.611
O -1.498 -0.842 4.063 -1.026
O -1.480 -1.932 2.104 -0.804
H -0.205 -4.423 7.086 0.402
H -1.112 -2.372 5.966 0.434
H -0.100 -3.976 2.158 0.511
H 0.848 -6.003 3.247 0.478
```

Calculated values
spin multiplicity = 1
net charge = -2
calculated total energy = -8245.2027 a.u.
Kohn-Sham gap = 0.2470 Ha

=====

No. 8
The following is a quantum chemistry calculation of a molecular structure, C15H31BCuF4P2 at a distorted geometry, from the OMol25 dataset.

XYZ file:
```
54
Properties=species:S:1:pos:R:3:mulliken_spin:R:1
P 2.469 0.353 -1.021 0.000
P 1.153 -2.452 0.470 0.004
C 3.517 -1.055 -0.425 0.000
C 2.794 -2.422 -0.415 0.000
H 3.892 -0.776 0.577 0.000
H 4.367 -1.075 -1.122 0.000
H 2.606 -2.792 -1.439 0.000
H 3.416 -3.164 0.104 0.000
C 1.727 -2.397 2.214 0.000
H 0.867 -2.495 2.889 0.000
H 2.250 -1.454 2.413 0.000
H 2.411 -3.238 2.384 0.000
C 0.621 -4.196 0.371 0.000
H 1.369 -4.843 0.845 0.000
H 0.508 -4.477 -0.683 0.000
H -0.337 -4.307 0.897 0.000
C 3.590 1.786 -1.051 0.000
H 3.047 2.667 -1.413 0.000
H 4.412 1.569 -1.742 0.000
H 3.988 1.974 -0.048 0.000
C 2.439 0.006 -2.822 0.000
H 1.974 -0.968 -3.025 0.000
H 3.483 -0.002 -3.154 0.000
H 1.910 0.814 -3.345 0.000
Cu -3.915 1.178 0.049 0.551
C -2.342 -0.345 0.439 -0.079
C -1.654 0.094 1.539 0.061
C -0.219 0.373 1.680 -0.012
C 0.329 1.759 1.271 0.007
C 0.460 2.087 -0.178 -0.005
C -0.064 1.388 -1.218 0.015
C -0.372 -0.062 -1.230 -0.018
C -1.793 -0.593 -0.942 0.047
C -3.350 2.776 -0.914 0.450
H -3.300 -0.880 0.597 -0.018
H -2.248 0.275 2.437 0.006
H 0.393 -0.432 1.250 0.005
H -0.035 0.312 2.764 -0.002
H -0.299 2.507 1.790 -0.003
H 1.322 1.865 1.737 0.001
H 0.927 3.063 -0.392 0.002
H -0.302 1.919 -2.146 -0.003
H 0.286 -0.604 -0.527 0.000
H -0.105 -0.441 -2.227 0.000
H -2.484 -0.223 -1.715 0.020
H -1.731 -1.691 -1.090 -0.007
H -4.040 2.980 -1.753 0.004
H -2.305 2.606 -1.216 -0.050
H -3.435 3.517 -0.109 0.009
F -4.434 1.390 2.301 0.006
B -5.669 1.949 1.805 -0.014
F -5.776 1.334 0.380 0.023
F -6.783 1.518 2.489 0.000
F -5.541 3.329 1.670 0.001
```

Calculated values
spin multiplicity = 2
calculated total energy = -3337.6950 a.u.
Kohn-Sham gap (spin up / spin down) = 0.2809 / 0.2182 Ha

=====

- Number 1 is which compound?
  C29H28N13O2Tl